Record 1
A molecular structure, C49H58Br2N8O3SSm, computed with the ωB97M-V functional and the def2-TZVPD basis.

Last column: Löwdin charge in e.
Cartesian coordinates (Å):
C 2.278824 2.302220 -2.174042  -0.27
C 1.470677 -2.800736 0.850245  -0.27
H -2.073214 0.975188 5.512457  0.06
C 0.333600 4.767897 2.590686  -0.04
C 0.428204 4.319695 -2.508161  -0.18
C -3.423888 2.374187 1.316488  -0.14
C -4.007874 2.035001 0.134881  -0.14
H -0.566137 3.255366 -0.912423  0.08
H 0.053041 -2.867018 -6.451371  0.06
H -5.575169 4.126886 -2.106152  0.07
H -1.375341 -3.940578 -4.767795  0.10
H -3.450123 -0.826856 -5.587552  0.10
C 2.153940 -3.982765 0.361880  -0.15
H 4.490467 -3.061716 1.584559  0.07
N 1.425301 1.855159 1.122244  0.18
H 5.304327 -4.636035 1.643117  0.07
H 3.313263 -5.739298 0.650507  0.10
H -4.008342 3.298701 -2.226048  0.06
C -2.871306 -1.183461 -3.574861  -0.13
C -2.235413 1.544748 1.436805  -0.25
H 3.180867 -0.458849 1.962470  -0.01
H 2.320421 -2.736673 2.786298  0.10
H -0.309978 5.106922 -2.570389  0.09
H -0.075334 2.354804 4.930444  0.09
C 1.982499 -1.241030 5.035227  -0.19
H -3.810675 0.485139 -4.476440  0.11
C 1.665049 -4.219451 -0.890459  -0.14
H -0.603482 -1.265340 -6.046886  0.08
C 0.948937 -1.133246 2.626525  -0.26
C -3.813213 -0.602576 -4.582357  -0.19
C -1.428092 1.470663 2.568500  0.02
C 1.111832 -0.630764 3.982509  -0.14
H -5.768866 1.885791 -1.056937  0.10
N 0.610919 -2.336715 -0.091380  0.01
H 4.914071 -3.887963 0.088446  0.07
H 3.354722 0.647031 0.934120  -0.01
N -2.087415 0.773839 0.329925  0.01
C -1.945348 -2.159339 -3.744390  -0.13
C 1.102935 -6.533249 -1.696462  -0.09
H 1.183775 -6.965431 -0.697738  0.07
C -4.736889 3.723749 -1.533845  -0.08
H 0.431345 -2.084789 -4.896784  0.07
H 0.555732 5.830108 2.471678  0.09
C 3.200824 -4.752276 1.105158  -0.19
C 1.630596 -2.236631 2.115720  0.03
H 3.064506 -5.636090 -1.634398  0.10
N 1.539954 3.998186 2.352341  -0.19
H -5.088149 3.345003 4.190252  0.07
C 0.670752 -3.194703 -1.142193  -0.24
H 2.902761 -1.622103 4.586468  0.10
N 1.189087 2.255961 -1.411475  -0.10
C -0.344897 -2.245645 -5.645335  -0.08
C 3.192165 1.139286 -2.041597  -0.18
N -1.699193 -1.356930 -1.592070  0.02
H -0.429324 4.480664 1.869883  0.09
H 5.189711 -2.126302 -1.956363  0.10
C -5.196500 2.653402 -0.532198  -0.19
H -5.640651 -0.872242 -3.443087  0.06
C 4.559752 -4.041310 1.109474  -0.08
C 1.596757 4.353618 -3.171668  -0.71
C -5.243567 -1.133768 -4.424906  -0.09
C -4.753973 2.637684 3.427729  -0.09
H 1.351489 -7.304321 -2.428796  0.07
H 0.935748 -3.140130 5.050612  0.07
C 1.267144 -2.385547 5.765074  -0.08
H -5.255485 -2.220781 -4.516360  0.07
H -3.092539 3.867639 2.811352  0.10
Sm 0.112097 0.025592 -0.568232  1.69
C -1.211914 -2.255700 -2.488160  -0.26
H -5.859262 3.101234 0.211872  0.10
H -5.632338 2.165845 2.985232  0.07
C -3.443628 0.342894 -1.648236  -0.01
O 0.572103 -0.172642 -2.782737  -0.47
H 2.872857 -4.909624 2.136689  0.11
H 2.275631 -0.477239 5.759984  0.10
H -2.420099 -2.870711 -5.695006  0.10
C 2.035939 -5.323518 -1.830688  -0.20
H -4.548760 4.097382 1.855598  0.10
C -1.165077 0.920114 6.113940  -0.08
H -1.059681 -0.107085 6.463737  0.06
H 3.545074 3.689029 2.830274  0.10
H -1.680886 2.145190 3.380275  0.10
C 4.658122 -1.186539 -1.978198  -0.09
C 2.556658 3.321717 -3.073670  -0.11
H 2.945378 5.333797 3.113352  0.09
H -4.291891 0.698363 -2.220499  0.10
H -5.903248 -0.712560 -5.186847  0.06
C -0.408891 0.553315 2.817971  -0.28
C 0.269866 0.431710 4.096358  -0.14
C -0.156327 -3.131799 -2.264833  0.05
C -3.928591 3.340831 2.342464  -0.20
C 1.470971 2.847401 1.704974  -0.22
H 2.005147 -4.951277 -2.857214  0.11
C -1.580155 -2.890922 -4.996592  -0.19
H -4.163354 1.856441 3.907926  0.06
N 0.046640 -0.379576 1.945773  0.01
H 3.437787 3.347196 -3.691191  0.07
H 0.047870 -3.846072 -3.053810  0.11
C 2.698287 4.273035 3.182709  -0.04
H -0.052824 4.606691 3.603961  0.08
H 4.724946 1.885115 -3.367939  0.10
H 1.926906 -2.862437 6.493550  0.07
S -1.041664 1.877027 -2.893381  0.89
O 0.146369 0.969701 -3.563146  -0.61
O 3.850307 0.117931 1.577323  -0.07
C 0.128766 3.097078 -1.745167  -0.49
H 3.158214 -1.781414 -0.586112  0.09
Br 2.027013 5.875849 -4.245218  0.66
H -4.252331 4.546719 -1.005320  0.07
H 0.386580 -2.012878 6.289253  0.06
C 3.506297 -0.990822 -1.238273  -0.11
C 4.379819 1.056565 -2.771441  -0.05
H 2.509461 4.026006 4.233588  0.09
Br 6.710397 -0.283993 -3.727205  0.72
H 0.947965 1.305283 5.909433  0.10
H -1.282378 1.570456 6.983850  0.07
N 2.788723 0.128733 -1.258414  0.05
C -2.703284 -0.697506 -2.211616  -0.29
H 0.066972 -6.227589 -1.846697  0.07
C -3.169818 1.007776 -0.459108  -0.27
C 5.096027 -0.117600 -2.735030  -0.66
C 0.055595 1.325602 5.278739  -0.19

Cartesian forces (eV/Å) of the 2 atoms listed first:
-0.242 0.359 -0.053
0.021 -0.125 -0.010

2S+1: 6
Total charge: -1
Gap between HOMO and LUMO (spin up / spin down) (eV): 5.023 / 5.026
Relative energy (zero: lowest compared OMol25 entry of this formula, charge and spin) (kcal/mol): 0.0

Record 2
3 unconnected molecules or ions with the total composition C4H10O3 in a non-equilibrium geometry, computed with the ωB97M-V functional and the def2-TZVPD basis.

Last column: Löwdin charge in e.
Cartesian coordinates (Å):
H 0.002177 -1.121903 0.954056  0.04
H 1.433034 -1.774147 -2.458799  0.04
O 1.636592 -1.337882 -1.628925  -0.05
H 0.949103 -3.398939 -0.030798  0.04
H 0.072681 -2.596931 0.811463  0.00
H -0.247194 2.853260 1.279565  0.05
H -1.477838 2.707374 -0.349681  0.06
C -0.819307 0.778076 -0.342876  -0.11
H -1.831177 1.748925 -1.926710  0.06
H -0.708367 -0.215331 -0.749239  0.09
O 0.142581 -0.373071 1.532675  0.03
C -0.189802 0.842336 1.004281  -0.41
O 0.009092 -3.329360 0.188988  -0.04
C -1.376634 1.814714 -0.950709  0.03
H 0.418732 1.903527 2.739294  0.07
C 0.092575 1.926484 1.716172  0.07
H 1.893758 -0.427131 -1.788759  0.04

Cartesian forces (eV/Å) of the 2 atoms listed first:
-0.255 0.747 -0.628
0.037 0.306 -0.188

Gap between HOMO and LUMO (eV): 9.166
SMILES: C=CC(=C)O.O.O
Relative energy (zero: lowest compared OMol25 entry of this formula, charge and spin) (kcal/mol): 56.0

Record 3
A molecular structure, C21H48FN2O5Zr in a non-equilibrium geometry, computed with the ωB97M-V functional and the def2-TZVPD basis.

Last column: Löwdin charge in e.
Cartesian coordinates (Å):
H 0.211968 2.834905 3.336269  0.12
H 1.185472 -1.273538 3.212789  0.08
O -1.260292 -3.131178 1.607555  -0.14
H 2.497732 -3.271941 -2.301384  0.06
H -0.889525 -2.258574 1.456941  -0.01
C -2.611624 4.944011 -0.898645  -0.03
C -4.151114 3.958258 0.936974  -0.02
C 4.342793 -0.817705 -1.417719  -0.43
C 1.621505 -0.391424 3.681667  -0.09
H 2.547982 -0.700475 -2.849922  0.07
C 4.432138 -3.567493 -0.285355  -0.15
H -6.180633 2.451525 -2.409114  0.13
H -4.320984 3.756897 -2.549458  0.12
H 4.184927 1.382895 -1.519252  0.07
C 3.074795 -2.755490 -0.198252  -0.45
H 3.182995 -2.893344 1.953002  0.08
H -4.443462 -0.505328 0.624450  0.09
H 0.881529 0.035319 4.358744  0.08
H 1.479222 -2.809448 1.305445  0.05
H 2.412860 -0.775324 4.325463  0.11
H -1.657158 2.249578 4.312256  0.11
C -3.442204 3.683900 -0.478555  -0.43
H -4.309255 1.183228 -2.661795  0.12
N 3.437394 -1.276286 -0.270603  -0.07
H -3.046644 5.919204 -0.679862  0.09
C -5.508624 2.438242 -1.551022  -0.19
H -4.969415 3.247622 1.053055  0.06
H 5.006209 -3.446149 0.633233  0.12
Zr 0.648178 1.187298 0.838329  2.04
H -1.958557 0.508162 -2.154093  0.09
H 5.175287 0.902416 -0.178008  0.07
H 1.681815 -4.163629 -1.027672  0.08
H -3.217159 -0.749142 -1.902395  0.09
C -0.979783 -3.936835 0.454415  -0.14
H 0.005808 -4.388486 0.567171  0.05
H -1.632064 4.956837 -0.420735  0.06
C 2.494097 -3.178752 1.157979  -0.05
C 5.297043 -3.255764 -1.502953  -0.17
H -2.259569 2.082915 2.675308  0.07
H 1.261465 -2.469742 -1.417895  0.08
H 2.292275 -4.234330 1.339999  0.09
H -5.232880 4.527100 -1.262896  0.12
C -1.429432 1.826955 3.333678  -0.06
O -0.149480 2.187546 2.726439  -0.26
H 5.883565 0.765673 -1.623426  0.08
H 6.092689 -3.987974 -1.365401  0.12
N -2.751549 2.375793 -0.490797  -0.07
H 6.218735 -1.543542 -0.526050  0.12
H -3.116495 0.346922 1.325707  0.05
H 4.748556 -3.547389 -2.398612  0.10
C -4.668595 1.229628 -1.633778  -0.20
H 2.771431 1.051413 3.106520  0.12
C -2.585360 -0.001716 -1.422496  -0.03
H 6.290106 -1.452274 -2.174977  0.12
H -2.000555 -0.595704 -0.720161  0.05
H -2.418650 4.917208 -1.971092  0.08
C 4.892837 0.621173 -1.192512  -0.05
H -3.570139 3.941117 1.859070  0.06
F -0.390030 -0.636593 1.099477  -0.45
C -3.991528 0.484372 0.690472  0.00
H 3.987012 -0.217554 -3.475139  0.08
H 3.632651 -1.997725 -3.236878  0.06
H -5.301706 0.342876 -1.664550  0.13
O -1.474815 2.296940 0.151671  -0.33
H -4.632083 4.936406 0.937295  0.08
H -4.711310 1.077857 1.254189  0.07
C 2.075874 -3.184563 -1.300140  -0.03
H -1.001400 -3.358950 -0.469542  0.07
H 4.164327 -4.620605 -0.371037  0.12
C 5.588810 -1.743213 -1.392899  -0.15
O 2.408578 -0.300109 0.173324  -0.38
C -4.614421 3.662524 -1.503942  -0.15
O 1.974347 0.633259 2.772745  -0.23
H -1.760064 -4.684616 0.312692  0.08
C -3.493536 1.027470 -0.724033  -0.42
H -1.418709 0.748891 3.494195  0.09
C 3.597429 -0.993036 -2.815622  -0.02
H -6.131637 2.391603 -0.657845  0.11

Cartesian forces (eV/Å) of the 2 atoms listed first:
0.642 0.161 -0.178
0.072 0.363 -0.540

Total charge: +1
Gap between HOMO and LUMO (eV): 4.930